Entry 1:
73
Properties=species:S:1:pos:R:3:lowdin_spin:R:1 method="wB97M-V/def2-TZVPD" total_charge=+2 homo_energy_ev="-13.333 / -13.436" de_lowest_kj_mol=0.00 total_energy_ev=-95542.1818 largest_force_ev_per_a=0.59 orbital_gap_ev="8.1 / 4.8" s2=6.0453 multiplicity=5
Pd 1.1008 -0.9595 -1.0217 1.082
S -1.0434 0.0402 -1.0973 0.588
C -1.8006 -1.3530 -1.7242 0.165
C -2.9392 -1.1958 -2.5518 0.019
C -3.5842 -2.2865 -3.0595 0.045
C -4.7171 -2.1014 -3.9238 0.003
N -5.6212 -1.9538 -4.6145 0.020
C -3.1264 -3.6055 -2.7453 0.047
C -2.0477 -3.7839 -1.9279 0.013
C -1.3476 -2.6738 -1.3950 0.154
S -0.0421 -2.9305 -0.3246 0.467
C -3.7937 -4.7488 -3.3045 0.004
N -4.3137 -5.6653 -3.7584 0.021
H -3.2932 -0.2021 -2.7897 0.003
H -1.7132 -4.7839 -1.6877 0.002
C 3.5670 0.8680 1.0105 0.119
P 2.3120 -0.4711 0.9491 0.144
C 3.1716 -1.9584 1.4919 0.024
C 3.3883 -3.0064 0.6029 0.010
C 4.0367 -4.1584 1.0258 0.001
C 4.4828 -4.2569 2.3356 0.000
C 4.2820 -3.2074 3.2266 0.002
C 3.6211 -2.0645 2.8109 0.005
C 1.1925 -0.0102 2.2842 0.010
C 0.4386 -1.0158 2.8912 0.011
C -0.4814 -0.6923 3.8740 0.000
C -0.6638 0.6321 4.2505 0.012
C 0.0708 1.6376 3.6404 0.000
C 0.9947 1.3195 2.6556 0.011
P 5.0632 0.6452 0.0317 0.473
C 6.1395 -0.6094 0.6870 0.069
C 6.7909 -0.3642 1.9012 0.016
C 7.6651 -1.3123 2.3999 0.004
C 7.8996 -2.4850 1.6871 0.000
C 7.2576 -2.7221 0.4813 0.000
C 6.3711 -1.7836 -0.0260 0.011
C 5.9092 2.1608 -0.1281 0.076
C 5.2485 3.4081 -0.0593 0.058
C 5.9693 4.5736 -0.1820 0.003
C 7.3449 4.5184 -0.4097 0.098
C 8.0031 3.2974 -0.5252 -0.003
C 7.2942 2.1217 -0.4046 0.066
H 3.8785 1.0583 2.0446 0.021
H 3.0692 1.7646 0.6333 0.001
H 3.0484 -2.9390 -0.4264 0.008
H 4.1835 -4.9788 0.3364 0.000
H 4.9803 -5.1578 2.6694 0.000
H 4.6254 -3.2879 4.2491 0.000
H 3.4365 -1.2648 3.5191 0.000
H 0.5711 -2.0526 2.6054 0.003
H -1.0562 -1.4760 4.3480 0.000
H -1.3821 0.8799 5.0201 0.001
H -0.0759 2.6692 3.9290 0.000
H 1.5446 2.1251 2.1865 0.001
H 6.6238 0.5564 2.4481 0.000
H 8.1738 -1.1331 3.3371 0.001
H 8.5955 -3.2158 2.0770 0.000
H 7.4489 -3.6338 -0.0676 0.000
H 5.8723 -1.9654 -0.9698 0.004
H 4.1809 3.4647 0.1063 0.002
H 5.4733 5.5308 -0.1045 -0.001
H 7.9047 5.4389 -0.5093 0.005
H 9.0672 3.2710 -0.7130 -0.002
H 7.8002 1.1703 -0.5043 0.002
I 3.4081 -2.2122 -6.5191 0.001
C 3.0669 -1.0649 -4.8605 0.004
C 3.6237 0.1523 -4.5431 0.008
N 3.1108 0.5243 -3.3543 0.007
N 2.2233 -0.3697 -2.8849 0.061
C 2.2009 -1.3436 -3.7958 0.015
H 4.3223 0.7740 -5.0771 0.001
H 3.2297 1.4071 -2.8871 0.002
H 1.5626 -2.2054 -3.6678 0.003

Entry 2:
76
Properties=species:S:1:pos:R:3:lowdin_spin:R:1 method="wB97M-V/def2-TZVPD" total_charge=0 homo_energy_ev="-6.619 / -6.614" total_energy_ev=-224275.5241 largest_force_ev_per_a=3.01 orbital_gap_ev="6.2 / 6.4" s2=3.9931 multiplicity=4
Mn -0.4368 0.8715 1.0177 2.898
C 0.9947 -2.0556 -0.4485 0.002
C 0.0864 -2.5165 0.7158 -0.002
C 0.0406 -3.8877 1.0264 0.001
C -0.6854 -4.3364 2.1314 -0.002
C -1.4013 -3.3902 2.8754 0.000
C -2.1622 -3.7470 4.0149 -0.001
Br -1.9561 -5.4275 4.8961 0.000
C -2.9858 -2.7997 4.6165 0.001
C -3.0150 -1.4853 4.2147 0.000
Br -4.3718 -0.4447 4.9383 0.000
C -2.1402 -0.9738 3.1887 0.002
O -2.0647 0.2674 2.9554 0.020
C -1.4116 -1.9967 2.4501 0.000
N -0.6469 -1.5826 1.3654 0.003
H 2.0538 -2.3085 -0.1081 0.000
H 0.9174 -0.9536 -0.4465 0.002
H -0.3290 -2.6085 -1.8695 0.000
H 0.5482 -4.6476 0.3935 0.000
H -0.7058 -5.4035 2.3851 0.000
H -3.6255 -3.1372 5.4642 0.000
N 2.0630 2.2796 -0.6190 0.001
C 2.2484 1.9918 0.7418 -0.004
C 3.3296 2.5944 1.3758 0.004
C 3.6857 2.1988 2.6770 -0.011
C 2.8361 1.3692 3.4198 0.004
C 1.7527 0.9126 2.7405 0.000
N 1.4907 1.1537 1.4276 0.019
C 1.0926 1.9845 -1.5396 0.005
C 1.3122 2.4355 -2.8813 0.000
C 0.3321 2.1135 -3.8131 0.001
C -0.7974 1.3998 -3.4645 0.000
C -0.9454 1.0068 -2.1522 0.006
N -0.0039 1.2779 -1.2074 0.037
H 2.8759 2.8092 -1.0203 0.000
H 3.9895 3.2757 0.8509 0.001
H 4.6274 2.6347 3.0769 -0.001
H 3.0400 1.0584 4.4195 0.000
H 1.0700 0.2441 3.2615 0.003
H 2.2169 2.9781 -3.1967 0.000
H 0.4270 2.4323 -4.8612 0.000
H -1.5810 1.1761 -4.1643 0.000
H -1.8353 0.5063 -1.8321 0.001
O -3.0647 1.8625 0.0321 0.011
C -2.5347 2.7973 0.6362 0.005
N -1.2312 2.7050 1.1319 -0.011
C -1.0050 3.7545 2.0650 -0.001
O -0.0951 3.8092 2.8793 0.005
C -2.1663 4.6578 2.0197 -0.001
C -2.3748 5.9397 2.5397 0.000
C -3.5612 6.5932 2.1799 0.001
C -4.5213 5.9598 1.4143 0.001
C -4.3057 4.6914 0.8693 0.001
C -3.0809 4.1003 1.0961 0.001
H -1.6231 6.3539 3.2543 0.000
H -3.6433 7.6442 2.5040 0.000
H -5.4352 6.4942 1.1220 0.000
H -5.0859 4.2524 0.2747 0.000
C -0.6407 -4.2768 -3.7787 0.000
C 0.8250 -3.8143 -3.8310 0.000
C 1.5670 -4.1774 -4.9823 0.000
C 2.9527 -3.8680 -5.0531 0.000
C 3.5204 -3.0807 -4.0139 0.000
C 2.7952 -2.6616 -2.8921 0.000
C 3.4839 -1.7235 -1.9654 0.000
C 1.4123 -2.9984 -2.8045 0.000
N 0.6601 -2.6558 -1.7179 0.000
H -0.8734 -4.8954 -4.6524 0.000
H -1.3677 -3.4257 -3.7083 0.000
H -0.7652 -4.9049 -2.8990 0.000
H 1.0699 -4.7766 -5.7157 0.000
H 3.5776 -4.3471 -5.7951 0.000
H 4.5621 -2.8127 -4.0986 0.000
H 3.9613 -2.3191 -1.1902 0.000
H 2.7841 -1.0384 -1.5099 0.000
H 4.2739 -1.1086 -2.4269 0.000

Entry 3:
75
Properties=species:S:1:pos:R:3:mulliken_charge:R:1 method="wB97M-V/def2-TZVPD" total_charge=-2 homo_energy_ev=-0.299 de_lowest_kj_mol=519.27 total_energy_ev=-145175.8911 largest_force_ev_per_a=0.92 orbital_gap_ev=4.5 multiplicity=1
Tl 0.0284 -0.0566 0.1588 1.636
C -4.3387 -2.4876 2.7831 -0.717
S -4.9025 -1.3412 1.4925 -0.149
C -3.2325 -0.9849 0.8658 0.303
S -2.3634 0.2349 1.6805 -0.400
N -2.9132 -1.7742 -0.0913 -1.725
N -1.5972 -1.7371 -0.5690 1.591
C -0.9309 -3.0385 -0.6287 -1.068
C 1.0548 -2.4603 -1.5168 -0.712
C 1.9534 -3.6858 -1.6987 0.769
C 3.3699 -3.3957 -1.4078 -1.397
C 3.8053 -2.1266 -1.3664 -0.808
C 2.8739 -1.0368 -1.5027 -0.243
N 1.5900 -1.1686 -1.5465 0.110
H -5.2182 -2.8589 3.3071 0.336
H -3.6854 -1.9459 3.4647 0.192
H -3.8029 -3.3111 2.3141 0.211
H -1.5886 -3.8608 -0.3600 0.529
H 1.8515 -4.1740 -2.6774 0.507
H 4.0393 -4.2318 -1.2211 0.349
H 4.8480 -1.8892 -1.1854 0.350
H 3.2599 -0.0226 -1.5038 0.385
Br -1.1280 -6.6755 -3.4084 -0.392
C -0.3904 -5.1158 -2.4064 0.463
C 0.2063 -5.4169 -1.2071 -1.771
C 1.1509 -4.4277 -0.5805 0.289
C 0.5146 -3.0125 -0.1107 0.066
O 0.7908 -2.3693 1.0247 -0.837
C -0.4320 -2.7397 -2.0619 2.531
C -1.3657 -1.4708 -2.0335 -1.297
N -0.8824 -0.1431 -2.1044 0.251
C -1.5037 0.8581 -2.7103 0.109
C -2.1926 0.8024 -3.9365 -0.882
C -2.7350 1.9451 -4.5193 -0.605
C -2.6558 3.1863 -3.9228 -0.986
C -2.0535 3.2990 -2.6531 0.718
C -2.0384 4.4928 -1.8984 -0.630
C -1.5423 4.4971 -0.6214 -1.026
C -1.0222 3.3057 -0.0965 -0.342
N -0.9798 2.1954 -0.7915 0.499
C -1.4750 2.1532 -2.0402 0.329
C -0.5768 -3.8784 -2.9974 -2.092
H 0.1035 -6.4032 -0.7750 0.353
H 1.7577 -4.8830 0.2073 0.686
H -2.2913 -1.6456 -2.5966 0.537
H -2.2734 -0.1528 -4.4406 0.485
H -3.2421 1.8543 -5.4747 0.354
H -3.0826 4.0648 -4.3941 0.330
H -2.4537 5.3952 -2.3354 0.361
H -1.5674 5.3888 -0.0077 0.369
H -0.6426 3.2510 0.9195 0.453
H -0.8367 -3.7650 -4.0413 0.375
N 0.9498 -0.5736 2.9410 0.040
C 1.7133 0.2959 3.6985 0.751
C 1.6775 0.1597 5.0944 -0.788
C 2.5564 0.8245 5.9221 -0.462
C 3.5317 1.6239 5.3456 -0.786
C 3.5022 1.8458 3.9809 -1.005
C 2.5402 1.2951 3.1192 0.809
C 2.4608 1.8579 1.7258 0.669
C 3.1543 3.0757 1.5454 -1.114
C 3.3347 3.6743 0.3149 -0.991
C 2.7791 3.0936 -0.8127 -0.935
C 1.9675 1.9870 -0.6447 -1.354
C 1.7745 1.3654 0.5951 1.088
H 1.4848 -1.1829 2.3185 0.247
H 0.3140 -1.1394 3.4838 0.108
H 0.9667 -0.5449 5.5128 0.325
H 2.5243 0.6725 6.9944 0.357
H 4.2992 2.0878 5.9533 0.366
H 4.2711 2.4844 3.5701 0.334
H 3.5563 3.5937 2.4049 0.312
H 3.8987 4.5975 0.2435 0.364
H 2.9322 3.5210 -1.7973 0.437
H 1.4444 1.5941 -1.5111 0.481